74
Properties=species:S:1:pos:R:3:forces:R:3:lowdin_spin:R:1 method="wB97M-V/def2-TZVPD" spin_multiplicity=6 e_above_lowest_kcal_mol=4.46 gap_ev="6.92 / 5.57" charge=+1 fmax_ev_per_a=0.7
Ru 0.31496 0.86508 0.50100 -0.29 0.00 -0.06 2.474
Se 1.62276 1.25390 -2.73477 -0.18 -0.03 0.17 0.245
S 4.19381 -0.46523 3.27081 -0.07 0.04 -0.04 0.008
S 0.06891 4.39418 3.52054 0.04 -0.07 -0.04 0.001
Si -0.57631 -2.74445 -2.70410 0.09 0.05 0.03 0.010
O -0.52383 1.83771 -1.33964 -0.42 0.16 0.09 0.141
O -1.91538 0.97189 0.48772 0.07 0.01 0.27 0.151
N 0.57217 2.52402 1.89574 0.02 -0.04 0.05 0.012
N -1.88301 -4.42705 3.15885 0.05 -0.04 -0.12 0.001
N 2.24858 0.34103 1.86552 0.05 0.08 -0.04 0.077
N -1.32724 -2.23245 3.19645 -0.24 -0.22 0.45 0.007
N -2.47028 1.37290 -0.61128 0.49 0.13 -0.37 0.016
N -0.99398 -3.48729 1.24038 -0.09 0.03 0.27 0.002
N -0.44913 -0.12128 2.34125 0.13 -0.03 -0.21 0.036
N -1.78506 1.82295 -1.58702 0.04 -0.19 0.17 -0.002
N 1.91930 1.56164 -0.90555 0.56 -0.25 -0.23 0.532
N 3.37008 0.95098 -3.02021 0.22 -0.01 -0.02 0.481
C 5.32681 2.22605 0.40834 0.06 -0.04 -0.03 0.118
C -5.96071 0.39366 0.04460 0.01 0.04 -0.05 0.000
C -0.86235 -1.14952 2.68258 0.11 0.16 0.06 0.020
C 1.37885 2.30578 2.99470 0.05 0.10 0.31 0.000
C 2.30741 1.17515 2.95586 0.13 0.01 0.31 0.004
C -5.91377 1.88196 -1.84413 -0.05 -0.03 0.04 0.000
C -0.17350 3.58545 2.03652 -0.11 0.20 -0.09 0.002
C 3.43068 -1.53415 0.78491 -0.10 0.00 -0.08 -0.001
C 0.24078 -0.86473 -0.46017 0.04 0.46 0.02 -0.033
C 1.23212 3.23259 3.97821 -0.03 -0.14 -0.28 0.000
C 3.90904 2.17984 0.35247 -0.05 0.09 0.24 0.210
C 4.04948 1.26765 -1.88971 0.21 0.00 -0.40 0.010
C 5.42914 1.27923 -1.81188 -0.05 -0.02 -0.10 0.217
C -1.38916 -3.35618 2.51529 -0.03 -0.24 -0.29 0.002
C 3.18796 -0.55674 1.87968 0.01 -0.14 -0.02 0.010
C -1.43216 -4.30596 -2.12013 0.04 0.15 -0.05 0.000
C 3.30526 0.88232 3.83284 -0.16 -0.02 -0.22 0.002
C -1.79264 -1.62589 -3.57610 0.11 -0.09 0.08 0.004
C -6.62636 1.08574 -0.95636 0.10 0.00 0.01 0.001
C -4.53925 1.99469 -1.73928 -0.07 0.02 -0.08 0.002
C 0.89904 -3.14501 -3.77034 -0.10 0.06 0.03 0.001
C -1.15794 4.05746 1.02889 -0.03 0.05 -0.08 -0.001
C -4.58253 0.48891 0.16234 -0.02 0.09 -0.05 0.002
C 6.06713 1.76592 -0.63879 0.00 0.00 0.09 0.124
C -3.89678 1.28919 -0.73651 -0.03 -0.08 0.05 0.003
C -0.00446 -1.76877 -1.23903 -0.12 -0.26 -0.19 0.063
C 3.27846 1.66167 -0.75855 -0.68 0.11 0.15 0.026
H 3.56547 1.38424 4.74381 0.02 0.09 0.16 0.000
H -2.14377 -4.32171 4.12312 0.01 0.01 -0.01 0.000
H -0.70377 -2.67532 0.69914 0.04 -0.07 -0.05 0.001
H 5.99828 0.94199 -2.66407 0.09 -0.03 -0.05 0.008
H -1.32570 -0.67744 -3.83755 0.05 0.07 -0.01 0.000
H 4.34932 -1.27635 0.25779 0.06 0.01 -0.04 0.000
H -7.69859 1.00935 -1.04415 -0.11 -0.01 -0.01 0.000
H 3.53609 -2.54417 1.17547 0.01 -0.06 0.00 0.000
H -6.51279 -0.22309 0.73871 -0.03 -0.03 0.03 0.000
H -0.76592 3.88655 0.02573 -0.03 0.02 0.05 -0.001
H -2.16742 -2.08184 -4.49018 -0.04 -0.07 -0.11 0.001
H 1.60543 -3.79301 -3.25497 0.05 -0.06 0.07 0.000
H -1.85450 -4.84383 -2.96615 -0.05 -0.07 -0.11 0.000
H -1.92202 -5.33682 2.73459 0.00 0.08 0.03 0.000
H -6.43045 2.42479 -2.62084 -0.05 0.04 -0.05 0.000
H -0.74627 -4.98575 -1.61872 0.13 -0.08 0.08 0.000
H 2.59896 -1.50428 0.07926 0.07 -0.02 0.07 0.000
H 5.81470 2.61809 1.28623 0.01 0.05 0.11 0.003
H -2.25284 -4.06190 -1.44745 -0.11 0.02 0.08 0.000
H 7.14476 1.78448 -0.58192 0.08 -0.01 -0.06 0.003
H -2.64372 -1.41243 -2.93108 -0.09 0.03 0.07 0.000
H -2.08773 3.49819 1.13821 -0.02 0.00 -0.01 0.000
H -4.04115 -0.03301 0.93473 0.04 -0.03 0.04 0.000
H -1.14463 -4.34376 0.73604 0.00 0.01 -0.01 0.000
H 1.74196 3.28878 4.91794 0.12 -0.01 0.20 0.000
H 1.42516 -2.23297 -4.05203 0.02 0.05 -0.01 0.000
H -1.36671 5.11654 1.15992 -0.03 0.03 -0.01 0.000
H 0.58540 -3.64897 -4.68360 -0.02 -0.05 -0.09 0.000
H -3.97406 2.61079 -2.42240 0.00 0.01 0.01 0.000
H 3.31962 2.56800 1.17250 0.08 0.02 -0.08 0.006